A molecular structure, C9H27AsF6N7O5Tl, computed with ωB97M-V with the def2-TZVPD basis set.

Calculated values
Energy = -4124.80428 hartree
HOMO energy = -14.197 eV
Net charge = +2
Multiplicity = 1

Atoms and positions in Å:
1 Tl 1.0866 0.3462 -0.7251
2 As -0.4709 3.6498 -1.0057
3 F -0.0569 3.9591 0.7551
4 F 1.1656 4.2196 -1.5846
5 F -0.7743 3.2828 -2.7375
6 F -2.1229 3.2158 -0.4248
7 F -1.0656 5.2991 -1.2689
8 F 0.1788 1.9622 -0.7534
9 C 0.8723 -0.7865 -4.2259
10 O 0.8096 -1.0174 -2.8153
11 C -0.3964 -1.8482 -2.5115
12 C -0.3302 -2.2990 -1.0750
13 N -0.5511 -1.1464 -0.1388
14 C -0.4371 -1.5626 1.2497
15 C -1.7425 -2.1859 1.8553
16 O -2.7633 -1.1944 1.5803
17 C -4.0908 -1.6396 1.7467
18 H 0.0146 -0.2369 -4.6138
19 H 1.0345 -1.7352 -4.7376
20 H 1.7990 -0.2421 -4.4072
21 H -0.4571 -2.7313 -3.1476
22 H -1.3099 -1.2850 -2.7021
23 H 0.6753 -2.6784 -0.8929
24 H -1.1219 -3.0242 -0.8871
25 H -1.4540 -0.7151 -0.2760
26 H -0.2135 -0.7560 1.9479
27 H 0.3593 -2.2778 1.4551
28 H -1.7348 -2.3523 2.9325
29 H -1.8835 -3.1445 1.3561
30 H -4.3602 -2.5561 1.2217
31 H -4.7525 -0.8425 1.4078
32 H -4.3570 -1.8175 2.7886
33 C 2.5625 -2.2709 -0.2084
34 O 1.6579 -1.4474 -0.2464
35 N 2.3527 -3.4796 -0.0900
36 N 3.8080 -2.0450 -0.4200
37 H 1.5160 -3.8210 0.3612
38 H 3.0899 -4.0736 -0.4418
39 H 4.0763 -1.0731 -0.4795
40 H 4.4616 -2.8058 -0.3015
41 C -1.1410 1.2131 1.1359
42 O -0.2575 0.6919 0.5170
43 N -1.0467 2.4307 1.5574
44 N -2.1643 0.5819 1.6432
45 H -0.3612 3.0891 1.2157
46 H -1.9181 2.8858 1.7888
47 H -2.0925 -0.4161 1.5055
48 H -2.7831 0.9675 2.3421
49 C 1.8569 2.6025 1.1507
50 O 1.2510 1.6874 0.6336
51 N 2.7428 3.2481 0.5497
52 N 1.7371 2.9192 2.3685
53 H 3.2071 4.0358 0.9789
54 H 2.8839 3.0925 -0.4382
55 H 1.1831 2.2400 2.8704
56 H 1.8284 3.8874 2.6413



8 unconnected molecules or ions with the total composition C9H27N11O18PS2, computed with ωB97M-V with the def2-TZVPD basis set.

Calculated values
Energy = -3452.57487 hartree
HOMO energy = -12.783 eV
Net charge = +1
Multiplicity = 1

Atoms and positions in Å:
1 O 1.0354 2.8650 -1.7060
2 S 2.1856 2.0690 -1.4246
3 O 3.3660 2.8220 -1.1255
4 C 1.8270 1.1431 0.1297
5 N 1.8768 -0.3088 0.0985
6 C 0.8555 -1.1310 0.2775
7 N 1.2686 -2.3853 0.2393
8 N 2.5631 -2.3595 0.0204
9 N 2.9405 -1.1156 -0.0630
10 P 4.6623 -0.6987 -0.3140
11 O 4.6168 0.2372 -1.5572
12 O 5.1600 0.0948 0.9420
13 S 5.6731 -2.2960 -0.5885
14 H 2.4911 1.2252 -2.4324
15 H 2.4760 1.5389 0.9022
16 H 0.8060 1.3940 0.3984
17 H -0.1433 -0.7743 0.4639
18 H 5.4854 0.6307 -1.7344
19 H 5.3690 -0.5336 1.6486
20 C -3.8875 0.2844 -0.4187
21 N -2.4737 0.0576 -0.0385
22 O -2.2183 -0.7481 0.8312
23 O -1.6121 0.6980 -0.6054
24 H -4.5107 -0.3530 0.1959
25 H -4.0974 1.3328 -0.2325
26 H -3.9988 0.0421 -1.4716
27 C 0.7725 -0.9612 -4.7560
28 N 0.5828 -1.1222 -3.2924
29 O -0.3182 -1.8019 -2.8874
30 O 1.3748 -0.5294 -2.5602
31 H 0.0057 -1.5285 -5.2673
32 H 0.6914 0.0943 -4.9810
33 H 1.7643 -1.3331 -4.9972
34 C -2.0633 4.1839 0.6290
35 N -3.2932 3.9241 1.4291
36 O -3.5893 2.7581 1.6574
37 O -3.9235 4.8772 1.7974
38 H -1.6125 3.2332 0.3731
39 H -2.3658 4.7255 -0.2621
40 H -1.3943 4.7803 1.2406
41 C 1.6997 -4.1058 2.8127
42 N 2.1205 -5.0635 3.8714
43 O 3.3059 -5.1691 4.0909
44 O 1.2371 -5.6658 4.4359
45 H 2.5867 -3.6437 2.3977
46 H 1.1624 -4.6679 2.0557
47 H 1.0541 -3.3682 3.2821
48 C -1.6143 1.3224 4.0457
49 N -0.5506 1.2807 3.0048
50 O -0.0403 0.2090 2.7531
51 O -0.2518 2.3240 2.4625
52 H -1.7637 0.3188 4.4276
53 H -1.2746 1.9964 4.8266
54 H -2.5146 1.7004 3.5687
55 C -2.7725 -3.2625 3.1792
56 N -3.2508 -2.9299 4.5488
57 O -3.1337 -1.7754 4.9159
58 O -3.7211 -3.8274 5.1998
59 H -2.3862 -2.3558 2.7304
60 H -1.9976 -4.0174 3.2759
61 H -3.6192 -3.6459 2.6185
62 C -0.7144 3.3199 -6.3893
63 N 0.0629 2.0553 -6.4978
64 O 1.2606 2.1044 -6.3182
65 O -0.5558 1.0435 -6.7569
66 H -0.0283 4.1240 -6.1544
67 H -1.2010 3.4843 -7.3457
68 H -1.4470 3.1838 -5.6000



A molecular structure, C9H27NaO12P2S, computed with ωB97M-V with the def2-TZVPD basis set.

Calculated values
Energy = -2505.34958 hartree
HOMO energy = -6.064 eV
Multiplicity = 1

Atoms and positions in Å:
1 Na 2.6131 -0.2783 -0.3311
2 O 4.9061 -0.8100 -1.1310
3 H 4.8997 -0.9025 -2.0852
4 O 0.5243 0.7030 -1.4362
5 S -0.6304 1.2904 -2.0820
6 O -1.7484 1.7394 -1.2869
7 O -0.1774 2.5747 -2.9248
8 C 1.0620 2.4658 -3.6668
9 C 0.8931 3.3032 -4.9304
10 C -1.2895 0.1569 -3.3504
11 H 1.3295 1.4379 -3.9212
12 H 1.8667 2.8402 -3.0395
13 H 1.8324 3.4056 -5.4599
14 H 0.4605 4.2360 -4.5457
15 H 0.0587 3.0126 -5.5720
16 H -1.5763 0.7608 -4.2028
17 H -2.0357 -0.4409 -2.8369
18 H -0.4725 -0.5166 -3.6110
19 C 2.6832 2.7159 3.6428
20 O 1.5580 1.9728 4.1617
21 P 0.7294 1.0147 3.1826
22 O 1.4548 0.4564 2.0387
23 O -0.5847 1.8735 2.8110
24 C -0.4353 3.0435 2.0135
25 O 0.1226 -0.0527 4.1472
26 C -0.7097 0.2227 5.2764
27 H 2.5024 3.7636 3.8786
28 H 2.7420 2.5534 2.5717
29 H 3.5930 2.4417 4.1689
30 H 0.5496 3.5104 2.1069
31 H -1.1679 3.7772 2.3474
32 H -0.6012 2.8043 0.9674
33 H -1.6680 0.6291 4.9686
34 H -0.1746 0.9750 5.8688
35 H -0.7735 -0.6248 5.9516
36 C -2.5920 -3.9088 -1.3413
37 O -1.3949 -3.1672 -1.3352
38 P -0.5772 -2.8535 0.0090
39 O 0.5415 -1.9278 -0.1561
40 O -1.6862 -2.3612 1.0410
41 C -2.1951 -1.0165 0.9184
42 O -0.2211 -4.2939 0.5777
43 C 0.3145 -5.2990 -0.3158
44 H -2.4828 -4.8732 -1.8571
45 H -3.4258 -3.5166 -1.9313
46 H -2.9017 -4.1045 -0.3144
47 H -1.6221 -0.3798 1.5859
48 H -3.2619 -0.9820 1.1318
49 H -2.1040 -0.7240 -0.1311
50 H -0.5036 -6.0104 -0.4443
51 H 1.1877 -5.7234 0.1697
52 H 0.5889 -4.9131 -1.2973



A molecular structure, C9H28BO3Rb, computed with ωB97M-V with the def2-TZVPD basis set.

Calculated values
Energy = -634.25200 hartree
HOMO energy (alpha / beta) = 0.303 / -6.504 eV
Net charge = -1
Multiplicity = 2

Atoms and positions in Å:
1 Rb 0.1924 0.2276 0.8855
2 B 2.4274 0.0946 3.2031
3 H 2.4591 -0.0378 4.2734
4 H 3.4062 0.3815 2.8512
5 H 2.1755 -0.8456 2.7374
6 H 1.7564 0.8966 2.9370
7 C 3.7346 0.5720 -1.7964
8 C 3.9544 0.2332 -0.3090
9 C 5.4316 0.5481 0.0927
10 O 2.9884 0.9078 0.4675
11 H 3.8126 1.6463 -1.9634
12 H 2.7279 0.3161 -2.1270
13 H 4.4587 0.1437 -2.4895
14 H 3.8524 -0.8411 -0.1554
15 H 6.1405 -0.0742 -0.4534
16 H 5.4666 0.2452 1.1392
17 H 5.7004 1.5850 -0.1089
18 H 3.1704 0.7778 1.4011
19 C -2.5924 -1.9734 -1.8008
20 C -1.4455 -2.6907 -1.0227
21 C -1.0330 -4.0347 -1.5645
22 O -0.3052 -1.8401 -1.0604
23 H -3.3872 -2.6932 -1.9966
24 H -2.3421 -1.4512 -2.7243
25 H -3.0410 -1.2262 -1.1461
26 H -1.6969 -2.6781 0.0379
27 H -1.8627 -4.7417 -1.5725
28 H -0.2848 -4.4137 -0.8684
29 H -0.7143 -4.0662 -2.6064
30 H 0.4163 -2.2161 -0.5508
31 C -3.9783 3.5714 0.5348
32 C -3.6757 2.1160 0.9052
33 C -4.2248 1.1302 -0.1528
34 O -2.2693 1.8535 1.1142
35 H -3.5290 4.3327 1.1724
36 H -5.0397 3.7111 0.7396
37 H -3.7215 3.7663 -0.5065
38 H -4.1470 1.8589 1.8538
39 H -3.5575 1.0758 -1.0130
40 H -5.2146 1.3925 -0.5265
41 H -4.2731 0.1304 0.2787
42 H -1.9363 2.3097 1.8904



A molecular structure, C9H28FeN12O11, computed with ωB97M-V with the def2-TZVPD basis set.

Calculated values
Energy = -3108.43334 hartree
HOMO energy (alpha / beta) = -1.004 / -0.899 eV
Net charge = -2
Multiplicity = 5

Atoms and positions in Å:
1 Fe 28.5326 9.9796 3.2310
2 O 29.5097 8.4411 2.2274
3 C 28.6432 8.1839 1.1377
4 C 27.8565 9.4357 0.6463
5 O 27.1906 10.2012 1.6141
6 H 27.9014 7.4777 1.5463
7 H 29.1265 7.7132 0.2694
8 H 27.1880 9.3038 -0.2202
9 H 28.6860 10.0184 0.1825
10 C 26.6580 9.8151 5.0475
11 O 25.4486 9.7055 5.4344
12 O 27.4297 8.8773 4.5945
13 O 27.0206 10.9477 4.4794
14 C 24.7680 13.6353 5.4909
15 O 24.1112 12.7732 4.9286
16 N 24.2030 14.4674 6.4253
17 N 26.1322 13.7728 5.3957
18 H 23.2249 14.3955 6.6208
19 H 24.7589 15.2549 6.7025
20 H 26.6558 12.9550 5.0688
21 H 26.5917 14.2313 6.1680
22 C 30.2644 10.1145 6.0480
23 O 29.8631 10.3297 4.9117
24 N 31.5404 10.4057 6.4445
25 N 29.4454 9.4540 6.8921
26 H 31.9104 9.9246 7.2430
27 H 31.9902 11.2288 6.0973
28 H 29.6862 9.1527 7.8183
29 H 28.5572 9.1562 6.4947
30 C 23.3840 10.7722 8.3262
31 O 23.0762 11.0630 9.4912
32 N 24.5957 10.8603 7.7591
33 N 22.5065 10.1891 7.4342
34 H 24.7609 10.5548 6.7892
35 H 25.3451 11.2561 8.2966
36 H 22.9209 9.8667 6.5789
37 H 21.5591 10.0782 7.7360
38 C 27.4016 12.6108 8.4979
39 O 27.0772 13.8083 8.4706
40 N 27.2157 11.8281 9.5969
41 N 27.8064 11.9652 7.3836
42 H 26.9776 12.3271 10.4378
43 H 27.7308 10.9710 9.6830
44 H 27.4996 12.3023 6.4841
45 H 27.9115 10.9727 7.4710
46 C 22.7132 7.1777 4.7317
47 O 23.0175 7.8250 3.7460
48 N 21.7490 6.1801 4.7536
49 N 23.2166 7.4366 5.9711
50 H 21.1533 6.2376 3.9452
51 H 21.4781 5.8206 5.6451
52 H 24.0446 8.0729 5.9087
53 H 22.7677 7.0634 6.7787
54 C 26.7920 5.4867 4.5652
55 O 26.6183 4.2519 4.4404
56 N 25.7468 6.3549 4.4011
57 N 27.9936 6.1176 4.5337
58 H 24.8427 6.0241 4.1381
59 H 25.9540 7.3486 4.3833
60 H 27.7415 7.0969 4.4700
61 H 28.7500 5.5973 4.1378